[1]
Molecular formula: C26H30N2O3S
Method: DFT, ωB97M-V/def2-TZVPD

Geometry (Å):
1 C 0.7193 -2.4088 0.6363
2 O -4.7881 1.4864 0.0317
3 H 0.9935 2.8161 -1.5996
4 C -1.5251 3.7783 2.1681
5 H -2.1590 -0.1688 -2.7447
6 C 1.0542 3.9292 0.8081
7 C -2.5107 -0.5033 0.6575
8 C -1.3506 3.2019 0.7980
9 H -1.8338 1.7983 -5.1319
10 H -1.0220 3.1552 2.9090
11 H 0.5318 1.3252 -4.8006
12 C 4.5933 -4.6033 0.5995
13 C 3.3575 -6.1525 1.9408
14 H 0.7420 2.8080 -3.8768
15 H 1.4666 -5.4457 2.6486
16 C 2.4532 -3.9731 1.4527
17 S -3.9414 2.1927 0.9417
18 H -0.4400 -0.4453 -2.4573
19 C 0.5021 1.7498 -3.7997
20 C 2.3513 -5.2161 2.0702
21 N -3.4328 1.1220 2.1615
22 H 0.9207 -3.1255 2.5206
23 C -2.2409 2.0514 -1.1415
24 H -2.5778 3.8619 2.4175
25 H -3.1036 1.5828 -1.5842
26 C 0.0235 2.7447 -1.1347
27 H 4.8200 -2.1331 -0.1687
28 H -2.9347 2.0351 -3.7773
29 C -1.0246 2.1332 -1.8102
30 C -0.8914 1.5401 -3.2017
31 O 0.9808 -2.5176 -0.5450
32 H 1.9487 3.8261 0.2001
33 C -2.4341 0.2097 1.8537
34 C -1.9206 2.2046 -4.1267
35 C -1.4893 -1.3525 0.2958
36 O -4.5024 3.3049 1.6525
37 C -0.3305 -0.8570 2.3377
38 C -0.3836 -1.5355 1.1239
39 H 1.2613 1.2498 -3.2033
40 H -3.3768 -0.3693 0.0316
41 H 3.2633 -7.1154 2.4197
42 H 3.1471 -2.1766 -0.7532
43 H -3.3331 1.5898 3.0498
44 C 3.7842 -2.2841 0.1245
45 C -1.1594 0.0313 -3.1195
46 C 4.4799 -5.8481 1.1894
47 H -1.2881 0.5481 3.6341
48 C -2.3867 2.5674 0.1286
49 H 0.5242 -0.9678 2.9904
50 H 3.4955 -1.5079 0.8328
51 C -0.1192 3.2801 0.1388
52 H -1.0675 -0.4161 -4.1067
53 N 1.3953 -3.0571 1.6313
54 H -1.0799 4.7703 2.2180
55 H 0.8670 4.9912 0.9651
56 C 3.5998 -3.6395 0.7262
57 H 1.2406 3.4765 1.7805
58 C -1.3424 0.0112 2.6973
59 H -1.5285 -1.8952 -0.6359
60 H 5.4813 -4.3615 0.0333
61 H 5.2698 -6.5749 1.0745
62 H -1.7494 3.2781 -4.1725

Output
Largest force on an atom: 1.0 eV/Å
Total charge: 0
Orbital gap: 9.21 eV
Molecular weight: 450.6 g mol⁻¹
SMILES: Cc1ccccc1NC(=O)c1ccc(NS(=O)(=O)c2cc(C(C)(C)C)cc(C)c2C)cc1
E_HOMO: -8.733 eV


[2]
Molecular formula: C12H34AsF6N3O4Pb
Method: DFT, ωB97M-V/def2-TZVPD

Geometry (Å):
1 F 1.5339 -1.6340 1.8031
2 O -0.4187 0.7648 -2.4092
3 C 2.2708 3.0945 0.4956
4 As 3.1451 -2.3029 2.1227
5 H -4.3824 -1.4541 0.7327
6 H 1.1898 -2.0715 -1.3529
7 O -1.1928 -2.3614 0.1777
8 H 2.0707 0.6928 -1.7843
9 H 2.1793 4.1837 0.4200
10 C -3.4425 -1.2702 0.1959
11 N 1.5738 1.2389 1.8769
12 H -4.2217 -0.3805 -1.6244
13 H 2.4682 0.7894 2.0661
14 H -2.7013 0.0815 1.5457
15 H 3.4696 -1.5295 -2.5249
16 H -1.3407 2.2262 -3.7004
17 F 3.8025 -0.7310 1.6439
18 H -2.6397 3.0249 1.4935
19 C 0.4912 -0.0592 -3.1037
20 C -0.5001 -3.5774 0.5151
21 C -3.7863 -1.3243 -1.2896
22 H -2.3004 1.4171 -2.4143
23 C 1.7103 -0.2412 -2.2172
24 H 0.3723 -3.6051 -0.1439
25 H 1.8652 2.6661 -0.4148
26 H 3.6456 0.0368 -3.1522
27 H 0.2111 4.3114 1.6038
28 H 1.0960 1.1821 2.7855
29 H -0.1547 -3.5638 1.5444
30 N -2.9132 0.0635 0.5345
31 H -1.8960 4.4118 0.6979
32 C -2.5227 -2.3959 0.7249
33 F 2.4838 -3.8603 2.5664
34 H -1.6910 0.9509 3.2241
35 C 2.9027 -0.7626 -3.0537
36 H -3.7587 0.6358 0.5003
37 H -1.8237 0.5641 -3.8966
38 H -2.3925 2.9962 -0.2151
39 F 4.8005 -2.8474 2.3336
40 H -0.3026 3.1406 2.8421
41 H -2.9415 -3.3991 0.6664
42 F 2.9601 -1.7858 3.7782
43 C 0.1299 3.2451 1.8402
44 H -4.4342 -2.1475 -1.5920
45 H -2.9106 -1.4255 -1.9383
46 H -1.0353 -4.4366 0.1054
47 Pb -0.2753 -0.0192 0.5877
48 F 3.1536 -2.8143 0.4360
49 H 0.1629 -1.0282 -3.4972
50 H 0.8093 0.5074 -3.9891
51 O -0.7252 2.6125 0.9049
52 C -1.5109 1.2987 -3.1495
53 H -2.5177 -2.1043 1.7841
54 H 3.3272 2.8915 0.6844
55 H 2.2715 -1.2254 -0.5751
56 H 1.9952 3.1302 2.7163
57 C -1.9246 3.3206 0.7150
58 N 1.3929 -1.1129 -1.0804
59 H 2.7207 -1.0281 -4.0962
60 O -1.1371 0.3232 2.7562
61 C 1.5881 2.6972 1.7941

Output
Largest force on an atom: 2.1 eV/Å
Total charge: 0
Orbital gap: 8.46 eV
Molecular weight: 680.5 g mol⁻¹
E_HOMO: -8.257 eV


[3]
Molecular formula: C35H24F5GdN8OS
Method: DFT, ωB97M-V/def2-TZVPD

Geometry (Å):
1 C 2.2475 0.0568 3.6813
2 C -4.4312 4.1902 0.0144
3 C -4.7864 1.8105 -0.0354
4 H 6.3287 0.0379 2.1531
5 H 0.0228 -3.4170 2.2778
6 C 1.5747 -4.6650 3.0843
7 F -2.8778 0.3180 -0.0521
8 H -2.5708 -6.8204 -0.4484
9 H 3.3158 0.0976 3.8435
10 C 0.2055 0.0377 4.6611
11 C 3.8679 -0.0140 -1.1985
12 H 8.7818 0.0276 -2.0438
13 H -3.0313 -5.9105 -2.9013
14 N 1.5247 0.1850 -4.7904
15 C 1.2517 -6.2085 0.8027
16 N 0.3306 -0.0967 -2.3040
17 C 2.3424 -5.8046 2.9052
18 C -5.3113 3.1011 -0.0117
19 H -1.4793 -0.1482 3.3109
20 H 4.3747 -0.0026 2.1262
21 C 4.6029 0.0039 -0.0075
22 C -1.4821 -6.8543 -0.5631
23 H 3.3206 0.1349 -3.8584
24 C -0.3928 -0.0121 -3.4285
25 C 6.0697 0.0246 -0.0042
26 C 2.4752 -0.0213 1.1519
27 C -1.4293 -4.8511 -1.9887
28 N 1.5197 0.0874 4.7775
29 C 2.4794 -0.0264 -1.1712
30 C 1.6793 -0.0118 -2.4197
31 H -1.4219 -2.6909 -2.4159
32 C -2.0551 -5.5013 -3.1603
33 H -1.2375 -7.5647 -1.3532
34 F -6.6231 3.2918 -0.0155
35 C -3.0562 3.9891 0.0169
36 Gd -0.5608 -0.1759 -0.0027
37 H 1.1729 -6.7940 -0.1007
38 C 6.8029 0.0314 1.1880
39 H -1.4760 -0.0785 -3.3342
40 H 6.3375 0.0419 -2.1602
41 N 0.3268 -0.0967 2.2844
42 H 1.7147 -4.0560 3.9645
43 C 6.8079 0.0328 -1.1935
44 H 2.7932 -7.4451 1.6081
45 C -0.3973 -0.0726 3.4089
46 C 0.6257 -4.3032 2.1436
47 H 4.3816 -0.0212 -2.1423
48 C -3.4098 1.6441 -0.0286
49 H 3.0710 -6.0871 3.6473
50 N 8.8597 0.0239 0.0016
51 O -0.2997 -2.3303 0.1531
52 C 0.2092 0.1536 -4.6735
53 C 3.8635 -0.0052 1.1815
54 N -0.9865 -5.5449 -0.9212
55 N 1.7949 -0.0316 -0.0105
56 H -0.3614 0.2547 -5.5873
57 S -0.7799 2.4620 0.0160
58 F -4.9102 5.4224 0.0368
59 H -1.0461 -7.1899 0.3742
60 C 8.1935 0.0299 -1.1353
61 C 0.4565 -5.0803 1.0030
62 C 2.1811 -6.5702 1.7623
63 C 8.1886 0.0298 1.1357
64 C -0.6199 -3.3930 -0.4816
65 F -5.5744 0.7387 -0.0648
66 C 2.2521 0.1035 -3.6974
67 H 8.7733 0.0282 2.0466
68 N -0.4672 -4.6682 0.0037
69 C 1.6744 -0.0206 2.4018
70 C -1.1972 -3.5108 -1.7593
71 F -2.2528 5.0439 0.0374
72 C -2.4964 2.6971 -0.0002
73 H -2.1863 -4.7750 -3.9570
74 H -1.4451 -6.3244 -3.5308
75 H -0.3647 0.0829 5.5800

Output
Largest force on an atom: 1.5 eV/Å
Total charge: +2
Orbital gap (spin up / spin down): 6.64 / 5.51 eV
Molecular weight: 856.9 g mol⁻¹
E_HOMO (spin up / spin down): -13.308 / -13.269 eV
Spin multiplicity: 8


[4]
Molecular formula: C25H48FN4O4S
Method: DFT, ωB97M-V/def2-TZVPD

Geometry (Å):
1 N 2.5406 -2.5437 2.5189
2 C -4.2458 1.5282 -4.1741
3 C -1.8753 0.9620 -4.9420
4 H -0.8701 1.3597 -4.7698
5 H -2.7317 -0.5220 0.5654
6 H 0.3226 -1.8966 1.8873
7 H -1.6892 3.4763 -5.3878
8 H -3.1771 -0.4897 2.2716
9 C 3.0806 -3.5057 1.4843
10 C 6.8710 -4.7152 1.9500
11 H -2.8775 1.0121 1.3784
12 H 4.7166 -5.2111 -0.0994
13 H -4.5750 0.8199 -4.9453
14 H -0.3892 3.6760 -4.1992
15 H 7.2744 -5.0776 -0.2708
16 C -0.0333 2.6032 2.4660
17 H 3.2578 -5.8426 3.1298
18 H -3.5476 -0.2783 -2.1862
19 C 3.6460 -1.5143 2.6316
20 N 4.4411 -3.2471 0.8717
21 H -0.2180 3.6816 2.5534
22 H -0.9430 4.4866 -1.8256
23 H -0.8986 1.7536 5.7408
24 H -5.4395 3.1623 -4.9134
25 H 5.0716 -3.7083 -1.2571
26 N -0.8312 0.3474 3.3226
27 C -2.3462 2.3193 3.5147
28 H -3.8883 4.9662 -4.1699
29 O -2.8182 2.1107 -1.5545
30 H 1.0381 2.4632 2.6584
31 H 1.6666 -6.8339 2.9269
32 C 2.5400 -6.3464 2.3200
33 O 0.4282 -4.6340 1.6660
34 C -0.1826 0.6577 0.8838
35 H -4.9461 1.4113 -3.3372
36 C -0.3470 2.2675 4.9422
37 H 0.7210 2.0721 5.0836
38 C 5.1778 -4.1140 -0.1529
39 C -4.3840 2.9489 -4.7164
40 C -0.7398 -1.6559 1.7552
41 H 0.8790 0.3879 0.9913
42 H 1.6615 -2.5362 3.0834
43 C -2.3848 3.6519 -3.2770
44 H -3.0484 1.4949 3.6742
45 H -1.7218 -0.1010 -5.1707
46 C -3.8386 3.9655 -3.7223
47 H -0.4792 3.3452 5.0910
48 C -0.3210 2.1671 1.0312
49 H 0.3787 2.6649 0.3522
50 H -3.8696 3.0419 -5.6781
51 H 3.2114 -7.0938 1.7214
52 S 1.8875 -4.9585 1.1795
53 H 6.5621 -3.8844 2.7240
54 C -2.8013 1.1747 -3.7088
55 C 4.8627 -1.9719 1.5781
56 H -1.3154 -2.2478 2.4739
57 C -1.4168 3.9612 -4.4516
58 H -2.2746 1.4147 -5.8528
59 C -2.5366 -0.0122 1.5213
60 H -1.3219 2.4898 0.7277
61 C 6.7370 -4.2270 0.3693
62 H -1.9873 5.7044 -2.5682
63 O 0.4311 -0.1129 3.7493
64 H -2.6307 4.6729 -1.3084
65 H -1.4026 5.0393 -4.6734
66 H -0.4630 0.3704 -0.1374
67 H -3.2018 -0.9947 -3.7445
68 C -1.0382 -0.1286 1.9133
69 N -2.2122 2.2312 -2.8216
70 H 7.9882 -5.0216 2.2019
71 H -2.6127 2.8250 2.5834
72 C -1.9612 4.6808 -2.1777
73 H -1.0047 -2.0049 0.7507
74 C -0.8676 1.8323 3.5326
75 H 3.7142 -0.5767 3.3307
76 O 1.8952 -5.4322 -0.3069
77 H 5.8765 -1.4163 1.3985
78 H 6.1288 -5.6276 2.1519
79 H -4.5035 3.9948 -2.8459
80 H -2.5610 3.0319 4.3220
81 F 7.4807 -2.9667 0.0865
82 H -1.8618 -0.5414 -2.6813
83 C -2.8560 -0.2355 -3.0338

Output
Largest force on an atom: 7.1 eV/Å
Total charge: +1
Orbital gap (spin up / spin down): 6.44 / 3.75 eV
Molecular weight: 519.7 g mol⁻¹
E_HOMO (spin up / spin down): -11.102 / -10.749 eV
Spin multiplicity: 3


[5]
Molecular formula: C6H24O6
Method: DFT, ωB97M-V/def2-TZVPD

Geometry (Å):
1 C 3.3004 -0.9881 2.0657
2 H 1.6454 0.3969 -3.2903
3 H -2.7756 2.7679 -0.6203
4 O 0.8574 0.7579 0.2327
5 H -0.2936 -0.4651 -2.0513
6 H -1.8486 -1.2481 -3.4813
7 C -3.2766 2.5739 0.3547
8 H -1.8786 -0.2581 -1.3163
9 O -1.6146 -2.5941 1.7537
10 O -4.6576 2.6879 0.1827
11 H 0.2664 2.6569 0.3967
12 H 1.3544 0.7549 -0.6163
13 H -0.3946 1.8919 -1.0443
14 H 3.5644 -2.8331 1.5127
15 H 3.0244 -0.3641 -1.0703
16 O 2.2304 0.7729 -2.5973
17 H 2.7944 -1.2131 -2.6593
18 H 3.6874 -0.8031 1.0657
19 C 3.1054 -0.2531 -2.1713
20 H -1.7666 -0.6001 1.1377
21 H -1.0366 -3.0791 2.3047
22 H 3.8214 -0.3901 2.8307
23 H -0.9976 -1.5601 -0.8353
24 H -5.0836 2.2209 0.9057
25 H 4.0894 -0.0161 -2.4913
26 O 3.3744 -2.3751 2.3457
27 H -1.9326 -0.7851 2.8637
28 H -0.3896 -1.0151 2.0727
29 C -1.4476 -1.2631 2.0197
30 C -0.1446 1.6839 0.0587
31 H 2.2534 -0.6311 2.1417
32 C -1.1916 -0.9941 -1.7053
33 H -0.9846 1.4469 0.6507
34 H -2.8926 1.6189 0.6377
35 O -1.8746 -1.7941 -2.6673
36 H -2.8876 3.2919 1.0817

Output
Largest force on an atom: 3.7 eV/Å
Total charge: 0
Orbital gap: 10.41 eV
Molecular weight: 192.3 g mol⁻¹
SMILES: CO.CO.CO.CO.CO.CO
E_HOMO: -10.119 eV


[6]
Molecular formula: C8H28B2MnO4
Method: DFT, ωB97M-V/def2-TZVPD

Geometry (Å):
1 B -1.8025 -0.3284 -2.3673
2 H 0.5753 2.5977 -3.1395
3 C -0.2387 -3.7000 -0.1307
4 H -2.0629 -1.4537 -2.3336
5 H 0.4163 2.1728 2.8304
6 O -1.3530 -1.6669 0.5875
7 O -0.3812 1.2909 1.1404
8 H -0.6719 -0.2541 -2.4362
9 H -0.9264 3.3104 1.4209
10 H -1.8836 2.3169 0.2435
11 H -2.4187 0.2226 -3.1775
12 Mn -0.3413 -0.1104 -0.4561
13 H -3.0273 0.5322 0.3954
14 C 3.4369 -1.6444 0.9524
15 H 0.1657 -4.6434 0.2701
16 H 0.2473 -2.4701 1.5809
17 O 0.2402 1.7429 -1.2616
18 C 0.0373 2.9057 -0.4923
19 H -1.2612 -3.3850 1.7129
20 H 0.7960 0.4725 2.6533
21 B -3.5687 0.6687 1.4070
22 C -0.6552 -2.7729 1.0134
23 H 3.4221 -0.8122 1.6588
24 H 3.7149 -0.2610 -0.5868
25 H 2.9083 -2.5406 1.2849
26 H -3.5420 1.8044 1.6811
27 C 1.0732 1.9936 -2.3811
28 H -0.4578 3.7254 -1.0376
29 C 0.6625 1.3990 2.0993
30 H -2.0737 0.1068 -1.3513
31 H 0.9030 3.4630 -0.1058
32 H 3.1556 -1.8017 -1.1933
33 H -1.1269 -3.9963 -0.6901
34 H 1.3422 1.0055 -2.7524
35 H -3.1013 0.0101 2.2362
36 C -0.9020 2.5232 0.6664
37 C 2.9883 -1.0716 -0.3848
38 H 2.0274 2.4156 -2.0504
39 H 0.5400 -3.1898 -0.7007
40 H 4.4729 -2.0134 0.9147
41 H -4.6504 0.3342 1.1305
42 O 1.7445 -0.4807 -0.3799
43 H 1.5769 1.5827 1.5292

Output
Largest force on an atom: 3.3 eV/Å
Total charge: -2
Orbital gap (spin up / spin down): 5.42 / 5.69 eV
Molecular weight: 264.9 g mol⁻¹
E_HOMO (spin up / spin down): -0.417 / -0.696 eV
Spin multiplicity: 6


- Which value of total charge does entry 1 give?
  0


- total charge of number 3 (C35H24F5GdN8OS)?
  +2